{
  "formula": "C20H29N4OSr",
  "method": "ωB97M-V with the def2-TZVPD basis set",
  "spin_multiplicity": 1,
  "e_lumo_ev": -3.0445,
  "energy_ev": -30050.6072,
  "homo_lumo_gap_ev": 6.24,
  "total_charge": 1,
  "e_homo_ev": -9.283,
  "elements": ["Sr", "C", "N", "C", "C", "C", "C", "C", "C", "C", "N", "C", "C", "C", "C", "C", "C", "N", "C", "C", "H", "H", "H", "H", "H", "H", "H", "H", "H", "H", "H", "H", "H", "H", "H", "H", "H", "H", "H", "H", "C", "N", "C", "C", "C", "O", "H", "H", "H", "H", "H", "H", "H", "H", "H"],
  "coordinates": [[0.07805, -1.73822, -0.68240], [3.26374, -2.82845, -0.98978], [2.53552, -2.02424, -0.00637], [2.60730, -2.67446, 1.30214], [3.03984, -0.66935, 0.10720], [4.39708, -0.41877, -0.02563], [4.91754, 0.86068, 0.05689], [4.03849, 1.90561, 0.25948], [2.68517, 1.67386, 0.40605], [2.12093, 0.38604, 0.38019], [0.80744, 0.03661, 0.60500], [-0.23805, 0.77666, 1.09896], [-0.30300, 2.17028, 1.29477], [-1.39039, 2.80068, 1.86503], [-2.50819, 2.08219, 2.24177], [-2.49902, 0.71259, 2.04423], [-1.40876, 0.05798, 1.49576], [-1.39615, -1.38413, 1.39731], [-0.74650, -1.91106, 2.59886], [-2.71846, -1.99971, 1.27744], [4.25726, -3.12649, -0.63856], [3.37447, -2.26248, -1.91451], [2.70709, -3.74574, -1.19175], [3.64513, -2.80043, 1.63291], [2.13821, -3.65948, 1.25609], [2.09310, -2.06237, 2.04040], [5.08919, -1.23632, -0.17096], [5.97947, 1.02664, -0.03634], [4.40468, 2.91959, 0.31659], [2.07700, 2.53961, 0.57411], [0.52725, 2.80146, 1.04425], [-1.34976, 3.86784, 2.02369], [-3.35849, 2.56710, 2.69389], [-3.36083, 0.15336, 2.37627], [-1.35458, -1.70762, 3.48549], [0.21011, -1.41535, 2.73390], [-0.59751, -2.98890, 2.50589], [-3.27868, -1.95293, 2.21654], [-2.59951, -3.05326, 1.01803], [-3.29300, -1.50161, 0.50069], [-3.82260, 0.12987, -2.15643], [-2.71670, 1.00171, -2.50206], [-3.05635, 2.33459, -2.95146], [-1.46133, 0.57243, -2.40800], [-0.35585, 1.48151, -2.86449], [-1.19866, -0.56403, -1.97078], [-4.62547, 0.26929, -2.87739], [-4.19535, 0.35516, -1.15522], [-3.48242, -0.90375, -2.19567], [-4.13797, 2.44184, -2.94935], [-2.69966, 2.50793, -3.96934], [-2.63271, 3.09623, -2.29568], [-0.61580, 2.02072, -3.77058], [0.53195, 0.87293, -3.04119], [-0.12425, 2.20618, -2.08586]],
  "lowdin_charge": [1.63, -0.09, -0.35, -0.07, -0.22, -0.04, -0.09, -0.08, -0.02, -0.23, -0.13, -0.25, -0.02, -0.09, -0.09, -0.04, -0.23, -0.33, -0.07, -0.09, 0.09, 0.10, 0.09, 0.11, 0.09, 0.08, 0.11, 0.10, 0.11, 0.07, 0.07, 0.11, 0.10, 0.11, 0.11, 0.08, 0.09, 0.09, 0.09, 0.08, -0.01, -0.12, -0.02, -0.46, 0.04, -0.28, 0.10, 0.10, 0.09, 0.10, 0.10, 0.11, 0.09, 0.10, 0.10]
}